149
Properties=species:S:1:pos:R:3:forces:R:3 method="wB97M-V/def2-TZVPD" total_energy_ha=-2957.33000 gap_ha=0.2931 homo_ha=-0.724 largest_force_ev_per_a=2.5 relative_energy_kj_mol=196.7 charge=+5
P 0.0872 -0.2195 0.7335 0.65 1.03 -1.43
O 2.5172 3.4045 -3.0422 -0.15 0.03 0.36
O 0.5891 4.9597 -0.1908 0.12 -0.14 0.34
O 0.8431 1.1426 1.0926 -1.18 -0.73 0.03
O -0.2591 4.7462 4.5498 0.71 -0.83 -0.96
O 1.0114 -1.3805 1.1185 -0.23 -0.51 0.44
O -1.2618 -0.2646 1.5212 0.55 0.06 -0.13
O -0.1909 -0.2409 -0.8176 -0.40 0.00 1.05
O -6.4478 -2.8006 -0.3313 0.55 0.23 -0.31
O -0.5554 1.0363 -7.1139 0.25 -0.99 0.18
O -3.3110 -4.4058 2.0560 -0.15 0.48 -0.36
O 2.5198 -3.5095 -2.7609 -0.62 0.04 -0.42
O 5.2196 -0.2391 1.0517 0.45 0.11 -0.09
N 2.6512 2.6729 -0.1718 -0.19 -0.30 0.45
N -0.1546 2.0965 3.6630 -0.75 -0.59 -0.20
N 0.4731 -3.4734 -0.7811 -1.11 -0.10 -0.13
N 3.0339 -0.3606 2.8141 -1.18 -0.68 -0.39
N -0.6375 -2.1793 3.4277 -1.39 0.35 -0.98
N -0.9120 2.6627 -0.6826 -0.83 0.70 -1.74
N -3.1500 -1.0369 -0.3093 0.23 0.16 -0.07
N -0.7222 0.0458 -3.5435 -0.58 -0.17 -0.20
C -0.4940 4.6577 0.6649 -0.06 -0.65 -0.81
C 1.6257 -5.6229 -1.1122 -0.25 1.13 0.02
C -3.1261 -2.1282 3.8555 0.54 -0.31 -0.33
C -1.9592 -3.0227 3.4945 1.54 -0.03 0.87
C 3.5565 2.1838 -1.2768 0.37 0.10 -0.19
C -1.5426 2.6895 4.0523 0.90 0.74 -0.21
C -2.8565 3.5852 0.6735 0.54 0.41 -1.59
C 0.1222 5.7057 5.5497 0.29 -0.24 1.08
C 0.0091 0.4199 -4.8594 -0.23 -1.03 0.69
C -2.4469 1.5788 4.5535 0.52 -0.11 -0.45
C -2.0743 -3.7857 2.1417 -0.19 -0.29 0.93
C -5.2572 -2.3251 -0.8858 -0.01 0.85 -0.51
C 1.8338 -4.2013 -0.5786 -1.72 0.91 -1.46
C 1.1581 -0.5746 -5.0265 -0.01 0.42 -0.51
C 0.3889 6.0005 -1.1533 0.26 0.40 -0.39
C -1.0738 0.3975 -5.9848 0.38 0.92 -0.05
C 3.5541 -2.6845 3.3251 1.03 0.02 0.38
C 4.1739 -1.3950 2.7972 -1.61 0.04 -0.14
C -5.3397 -0.2798 0.5884 1.92 -0.60 -0.55
C -3.4726 -5.6121 2.8289 0.27 0.13 -0.32
C 3.5072 -2.9432 -3.6367 0.39 -0.01 0.52
C -7.1282 -3.6873 -1.2673 0.01 0.60 0.92
C -1.2031 3.8138 5.0055 -1.37 1.19 1.76
C 2.8027 -3.3403 -1.3894 0.47 -0.51 -0.35
C -1.5874 3.9136 -0.1323 0.38 -0.03 0.37
C 2.5393 4.5194 -3.9266 0.22 0.62 -0.99
C -4.4998 -1.5261 0.1623 -1.15 0.28 0.89
C 0.1473 0.1616 -8.0331 -0.16 0.07 -0.51
C 4.6911 -1.5204 1.3601 1.02 0.60 1.07
C 3.7348 3.2367 -2.3423 -0.63 0.56 0.27
C 3.0005 0.8937 -1.7900 0.29 -0.70 -0.32
C 6.1972 -0.2445 -0.0217 -0.57 -1.03 -0.07
H 1.1739 5.9586 5.4405 -0.10 0.10 -0.45
H -3.9984 -2.7790 3.8023 -0.27 0.41 -0.28
H 0.8388 -1.5021 -5.5015 -0.10 -0.06 0.16
H -5.2877 0.4529 -0.2220 -0.54 -0.07 -0.19
H 0.1034 1.3982 4.3577 0.01 0.35 0.48
H 6.7666 0.6762 -0.1212 -0.72 0.42 0.16
H -3.0809 -1.7615 4.8806 0.19 0.02 -0.01
H -6.3522 -0.6020 0.8078 0.01 0.26 0.20
H -1.2867 -4.5450 2.0431 0.32 0.11 0.21
H 3.9476 -1.8969 0.6524 -0.41 0.40 0.04
H 1.6822 -0.7968 -4.0966 -0.11 0.09 0.12
H -0.4931 6.6036 5.5908 -0.15 -0.09 -0.52
H -4.6475 -3.0974 -1.3710 0.06 -0.31 0.26
H -3.6920 3.4271 -0.0108 -0.03 -0.08 0.03
H -3.1848 -0.2616 -0.9684 -0.59 -0.04 -0.15
H -2.6953 0.9649 3.6862 -0.09 -0.13 0.08
H 4.8368 -0.9314 3.5239 0.82 -0.53 -0.43
H 4.3794 -3.5965 -3.6301 0.15 0.16 -0.09
H -1.4728 -0.6061 -6.1703 0.43 -0.27 -0.07
H -2.1056 4.4100 5.1954 -0.45 -0.52 -0.09
H 0.1342 -2.6332 2.9426 0.16 -0.24 0.28
H -2.5534 -0.6537 0.4618 0.14 -0.02 0.55
H -0.0825 3.9334 1.3726 -0.08 0.30 0.41
H 4.5797 2.0330 -0.9281 -0.25 -0.09 0.68
H 0.2023 -3.1286 -1.7031 1.07 -0.27 -0.51
H -1.9574 -3.0802 1.3129 -0.20 0.15 -0.03
H 4.5484 2.9393 -3.0077 0.01 0.02 -0.05
H 5.5900 -0.5321 -0.8831 0.59 0.35 -0.60
H -0.2267 0.0006 -2.6281 0.38 0.20 0.04
H -7.2768 -3.1607 -2.2098 0.33 -0.34 -0.25
H 1.3565 6.4706 -1.3185 0.07 -0.25 -0.17
H -0.0767 1.5609 2.7737 -0.19 0.55 -0.40
H 2.0550 1.9305 0.2943 0.13 -0.41 -0.24
H 3.1610 -2.8260 -4.6605 -0.47 -0.47 0.13
H 2.6875 -3.0303 2.7626 -0.11 0.24 -0.01
H -3.0896 4.5065 1.2053 -0.17 -0.40 0.61
H -8.1215 -3.8717 -0.8662 0.15 -0.14 0.19
H 1.9260 3.3006 -0.5349 0.37 0.66 -0.06
H -3.3794 1.9310 4.9895 0.15 0.19 0.11
H 3.1259 3.1126 0.6144 0.24 0.51 -0.35
H 0.5370 2.8490 3.6677 0.01 0.25 0.08
H 3.3643 -2.5613 4.3928 -0.38 -0.19 -0.04
H 1.8112 4.3586 -4.7201 -0.05 -0.16 0.11
H -3.1167 -1.2921 3.1546 -0.64 0.03 -0.01
H -2.8377 -6.3984 2.4158 -0.12 -0.09 -0.07
H -1.1487 -0.8775 -3.6282 0.03 -0.10 -0.32
H -0.4894 1.9785 -0.0314 0.47 0.14 0.16
H 0.0100 5.5669 -2.0811 0.04 0.18 -0.12
H 3.8135 -3.6943 -1.1622 0.17 0.30 0.04
H 2.3312 5.4989 -3.4891 -0.17 -0.26 0.60
H -1.7451 4.4685 -1.0579 -0.63 0.29 0.26
H -4.3464 -2.1456 1.0482 0.34 -0.07 -0.09
H 0.0519 5.2493 6.5414 -0.07 -0.09 -0.02
H 0.4086 -0.8194 -7.6351 0.00 0.15 0.43
H -0.8895 5.5446 1.1602 -0.04 -0.04 0.07
H 6.9871 -0.9900 0.1011 -0.29 -0.29 0.37
H 2.6590 -2.2739 -1.1896 0.30 0.03 0.63
H 5.4626 -2.2963 1.3727 0.26 0.14 0.09
H 4.0095 4.1674 -1.8322 0.20 0.15 -0.22
H 1.9216 0.9226 -1.9399 0.02 0.04 -0.06
H -3.1885 -5.4704 3.8724 -0.26 0.07 0.07
H 3.5089 4.6566 -4.4115 0.09 -0.38 0.02
H 0.6765 -6.0189 -0.7446 0.44 -0.48 0.68
H 1.8883 -4.1173 0.5052 0.79 -0.14 -0.04
H -4.5249 -5.8512 2.7134 0.09 -0.23 0.24
H -1.5318 2.1948 -1.3427 -0.59 -0.49 0.77
H 3.7813 -1.9351 -3.3096 0.14 -0.01 0.22
H 1.4223 -5.5618 -2.1815 0.72 -0.13 -0.12
H 1.0519 0.6722 -8.3550 -0.04 0.02 0.00
H -0.4751 -0.0515 -8.9020 -0.09 0.30 -0.01
H -1.9607 0.9767 -5.7027 0.12 0.21 0.32
H -0.8808 -1.3986 2.7687 -0.02 0.22 -0.19
H -4.7815 0.1888 1.4019 -0.60 0.01 0.46
H -0.3422 -1.7285 4.2878 -0.07 -0.57 0.38
H -0.2745 3.0096 -1.4062 1.07 0.00 0.76
H 3.2398 0.0731 -1.1100 -0.18 0.01 0.11
H 0.3809 -2.6279 -0.1844 0.36 -0.25 0.50
H -0.9559 3.4446 6.0101 0.38 -0.29 -0.10
H -1.7724 -3.6858 4.3386 -0.09 -0.41 -0.28
H -1.5083 0.6839 -3.4337 -0.07 0.06 -0.04
H 0.3994 1.4153 -4.6533 -0.14 0.14 -0.32
H -0.2533 6.8315 -0.8537 -0.28 -0.37 0.45
H -6.5242 -4.5926 -1.2678 -0.29 -0.18 -0.68
H -2.7125 2.6653 1.2375 -0.06 0.28 0.50
H 1.8845 -0.1170 -5.6989 0.04 -0.09 -0.03
H -1.9060 0.9524 5.2661 -0.21 0.06 0.26
H 2.5186 -6.1848 -0.8522 -0.32 -0.54 -0.22
H 4.3047 -3.4745 3.2673 -0.01 -0.03 0.01
H -5.4455 -1.5594 -1.6571 -0.34 -0.26 -0.46
H 2.1995 -0.7493 2.3164 0.27 -0.04 -0.99
H 3.5045 0.6794 -2.7337 -0.18 -0.10 -0.08
H -2.5199 -1.7075 -0.7462 -0.33 -0.43 -0.01
H -0.2485 -4.1742 -0.6101 -0.15 0.17 0.56
H 2.6154 -0.2224 3.7317 0.87 0.26 0.43
H 3.2608 0.5275 2.3764 0.27 0.05 0.04
H -1.9841 3.1641 3.1778 0.38 -0.27 -0.31